[1]
{
  "formula": "C13H24F6IO3P2Ru",
  "method": "ωB97M-V with the def2-TZVPD basis set",
  "homo_energy_ev": [-17.57, -19.67],
  "homo_lumo_gap_ev": [6.548, 5.162],
  "max_force_ev_per_a": 6.091,
  "total_charge": 3,
  "multiplicity": 5,
  "symbols": ["C", "C", "H", "H", "H", "O", "I", "Ru", "P", "C", "C", "H", "H", "H", "H", "H", "H", "C", "H", "H", "H", "P", "C", "C", "H", "H", "H", "C", "H", "H", "H", "H", "H", "H", "C", "O", "C", "C", "O", "C", "F", "F", "F", "C", "F", "F", "F", "H", "H", "H"],
  "coordinates": [[0.0078, 0.2090, -7.2952], [0.0148, 0.9432, -5.9861], [0.0118, 0.9255, -8.1245], [-0.8906, -0.4170, -7.3587], [0.8979, -0.4284, -7.3600], [0.0243, 2.1213, -5.7502], [0.0082, -0.5481, -4.3806], [-0.0048, 0.6285, 0.8061], [1.9274, 0.1575, -0.1717], [3.0030, 1.3597, 0.6949], [2.5358, -1.4760, 0.3149], [3.5811, -1.6025, 0.0047], [3.4727, 0.2074, -2.0593], [1.9097, -2.2279, -0.1819], [1.8532, -0.4390, -2.5007], [2.7991, 1.3108, 1.7747], [2.4488, -1.5848, 1.4047], [2.3869, 0.3347, -1.9213], [4.0547, 1.1282, 0.4998], [2.0805, 1.3268, -2.2837], [2.7685, 2.3670, 0.3212], [-1.9120, 0.2059, -0.1873], [-3.0172, 1.4327, 0.6171], [-2.3600, 0.3606, -1.9434], [-2.0733, -2.1746, -0.3291], [-3.6238, -1.4697, 0.2264], [-2.2256, -1.6153, 1.3601], [-2.5310, -1.4194, 0.3222], [-1.8273, -0.4232, -2.5087], [-3.4436, 0.2452, -2.1101], [-4.0673, 1.1416, 0.5101], [-2.8552, 2.4141, 0.1493], [-2.0355, 1.3399, -2.3236], [-2.7569, 1.4994, 1.6828], [-0.0054, 2.2684, -0.0735], [-0.0129, 3.2759, -0.6729], [-1.3392, -1.4900, 3.9467], [-0.0352, -0.8406, 3.4593], [0.0769, -0.9463, 2.0966], [0.0178, 0.6370, 3.9820], [-0.0565, 0.7138, 5.3353], [1.1313, 1.3199, 3.5953], [-1.0597, 1.3486, 3.4995], [1.2206, -1.6127, 4.0615], [1.2175, -1.6439, 5.4258], [1.2263, -2.8954, 3.6129], [2.3980, -1.0534, 3.6594], [-2.1733, -0.8605, 3.6146], [-1.3397, -1.5629, 5.0383], [-1.4283, -2.4909, 3.5062]],
  "forces_ev_per_a": [[-0.004, -0.198, 0.227], [0.043, 5.481, -2.420], [0.002, 0.046, 0.274], [0.078, 0.035, 0.031], [-0.074, 0.033, 0.027], [-0.040, -4.455, 0.206], [0.011, -1.162, 0.519], [0.481, -1.187, 2.127], [4.522, -0.279, -0.246], [-0.173, 0.128, -0.022], [-0.355, -0.256, -0.012], [-0.214, 0.097, 0.010], [-0.357, 0.021, 0.227], [0.236, -0.070, 0.205], [0.535, 0.297, 0.350], [0.217, 0.057, -0.275], [0.076, -0.013, -0.403], [-0.780, 0.086, -0.328], [-0.074, 0.004, 0.070], [0.203, -0.199, 0.009], [0.197, -0.213, 0.179], [-4.890, -0.268, -0.384], [0.213, 0.118, 0.120], [0.860, 0.015, -0.429], [-0.157, -0.039, 0.222], [0.244, 0.088, -0.034], [-0.225, 0.011, -0.411], [0.344, -0.295, -0.007], [-0.518, 0.262, 0.344], [0.352, 0.009, 0.333], [0.132, -0.021, -0.009], [-0.101, -0.212, 0.162], [-0.199, -0.155, 0.058], [-0.256, 0.054, -0.230], [-0.149, 5.302, -2.995], [0.085, -4.104, 2.487], [0.198, 0.197, 0.035], [0.190, -1.547, 1.787], [-0.083, 2.368, -0.771], [-0.058, 1.409, 1.946], [0.136, -0.495, -2.190], [-0.921, -0.686, -0.277], [0.901, -0.692, -0.364], [0.990, -0.865, 1.339], [-0.227, 0.195, -2.069], [-0.306, 1.314, 0.235], [-1.087, -0.219, 0.153], [0.054, -0.222, 0.199], [-0.140, -0.019, -0.205], [0.088, 0.243, 0.199]]
}



[2]
{
  "formula": "C13H24FIN5O4",
  "method": "ωB97M-V with the def2-TZVPD basis set",
  "homo_energy_ev": -11.91,
  "homo_lumo_gap_ev": 7.317,
  "max_force_ev_per_a": 1.339,
  "total_charge": 1,
  "symbols": ["C", "O", "C", "C", "C", "C", "C", "C", "N", "I", "C", "N", "C", "O", "N", "C", "O", "F", "N", "H", "H", "H", "H", "H", "H", "H", "H", "H", "H", "H", "H", "H", "H", "H", "H", "H", "C", "C", "O", "N", "C", "H", "H", "H", "H", "H", "H", "H"],
  "coordinates": [[0.8800, 2.1458, 3.0060], [0.7112, 1.0525, 3.8762], [-0.4700, 0.3005, 3.6934], [-0.4617, -0.6111, 2.4567], [-1.2951, -0.1357, 1.2497], [-0.6685, -0.4444, -0.1195], [0.1392, 0.6567, -0.7722], [-0.3737, 2.0783, -0.7032], [0.8479, 2.7892, -1.2042], [0.8182, 4.8457, -1.0550], [1.8722, 2.1125, -0.6607], [3.1181, 2.6099, -0.5886], [4.2371, 1.9274, -0.0345], [4.1418, 1.1005, 0.8097], [5.4229, 2.4180, -0.6228], [6.6127, 2.1903, 0.1249], [7.5764, 1.6425, -0.2517], [6.4718, 2.7375, 1.3280], [1.5176, 0.8996, -0.2046], [-0.0595, 2.3975, 2.4944], [1.6505, 1.9316, 2.2556], [1.1837, 3.0161, 3.5915], [-0.5561, -0.3073, 4.5934], [-1.3395, 0.9746, 3.6634], [-0.8511, -1.5813, 2.7744], [0.5810, -0.7819, 2.1680], [-2.2512, -0.6622, 1.2552], [-1.5494, 0.9236, 1.3562], [-1.4572, -0.7426, -0.8130], [-0.0070, -1.3124, -0.0143], [0.3108, 0.4187, -1.8301], [-0.4795, 2.3969, 0.3366], [-1.2662, 2.2953, -1.2796], [3.2799, 3.5463, -0.9392], [5.5770, 2.0333, -1.5539], [2.1924, 0.1775, -0.4400], [-4.2478, -4.1073, -0.9002], [-3.5999, -2.9477, -1.6165], [-3.2587, -1.9355, -1.0133], [-3.4141, -3.0588, -2.9521], [-3.7603, -4.1725, -3.8159], [-4.3243, -3.8532, 0.1521], [-5.2462, -4.3010, -1.2929], [-3.6545, -5.0159, -1.0068], [-2.9932, -2.2471, -3.3759], [-2.8735, -4.5689, -4.3111], [-4.4740, -3.8621, -4.5795], [-4.2100, -4.9695, -3.2338]],
  "forces_ev_per_a": [[-0.111, 0.022, 0.016], [0.056, 0.115, 0.001], [-0.106, -0.088, -0.048], [-0.010, 0.001, 0.037], [-0.031, -0.211, 0.028], [0.095, 0.082, 0.345], [0.125, -0.063, -0.095], [0.342, 0.110, 0.041], [-0.291, 0.552, 0.740], [-0.003, -0.232, -0.185], [0.198, -0.025, 0.350], [0.126, -0.140, -0.298], [-0.151, 0.580, -0.274], [-0.028, -0.280, 0.163], [0.592, -0.549, 0.240], [-0.649, 0.151, 0.279], [0.339, 0.012, -0.195], [0.058, -0.079, -0.067], [-0.169, 0.000, -1.328], [0.058, 0.021, 0.062], [-0.049, 0.008, 0.036], [0.062, -0.037, -0.035], [0.023, 0.055, -0.002], [0.030, -0.053, 0.020], [0.098, -0.029, -0.115], [-0.023, 0.074, 0.081], [-0.015, 0.114, 0.061], [0.062, -0.044, -0.078], [0.081, 0.086, -0.026], [-0.111, -0.034, -0.112], [-0.202, -0.097, 0.032], [-0.393, -0.115, -0.061], [0.120, 0.012, -0.173], [0.026, -0.079, -0.111], [-0.223, 0.326, -0.091], [0.091, -0.162, 0.780], [0.021, 0.028, 0.033], [-0.110, -0.044, 0.075], [0.070, 0.014, -0.095], [0.050, -0.001, -0.008], [0.012, 0.068, -0.006], [0.006, 0.013, -0.006], [0.006, -0.024, -0.010], [-0.022, -0.014, -0.013], [-0.028, 0.003, -0.002], [0.001, -0.022, 0.015], [-0.022, -0.014, 0.010], [-0.003, -0.012, -0.012]]
}



[3]
{
  "formula": "C13H24FN2O4",
  "method": "ωB97M-V with the def2-TZVPD basis set",
  "homo_energy_ev": -12.30,
  "homo_lumo_gap_ev": 9.658,
  "max_force_ev_per_a": 1.151,
  "total_charge": 1,
  "symbols": ["C", "O", "C", "C", "C", "C", "C", "N", "C", "C", "C", "O", "N", "C", "C", "C", "F", "C", "O", "H", "H", "H", "H", "H", "H", "H", "H", "H", "H", "H", "H", "H", "H", "H", "H", "H", "H", "H", "H", "H", "H", "O", "H", "H"],
  "coordinates": [[3.3781, 2.7784, 1.0854], [3.9572, 2.0060, 0.0548], [4.0731, 0.6230, 0.3512], [3.8215, -0.2080, -0.8934], [2.3884, -0.6856, -1.0381], [1.3567, 0.4696, -1.0588], [0.0678, 0.0511, -0.4656], [-0.0590, -0.2923, 0.8718], [-1.3130, -0.6821, 1.1386], [-1.7313, -1.1433, 2.4957], [-2.4062, -2.5040, 2.4376], [-2.0513, -3.3056, 1.6356], [-2.0211, -0.5755, 0.0176], [-3.4312, -0.8824, -0.1556], [-4.4042, 0.1914, 0.3623], [-3.8085, 1.5229, 0.7612], [-5.0877, -0.3550, 1.4362], [-1.1778, -0.1198, -0.9970], [-1.6302, 0.0411, -2.2457], [3.1163, 3.7447, 0.6696], [4.0900, 2.9408, 1.8942], [2.4678, 2.3190, 1.4773], [5.0888, 0.4250, 0.6910], [3.4116, 0.3355, 1.1733], [4.1534, 0.3231, -1.7787], [4.4506, -1.0925, -0.8192], [2.1739, -1.3543, -0.2044], [2.2257, -1.2695, -1.9330], [1.1937, 0.7240, -2.1001], [1.7394, 1.3545, -0.5616], [0.7011, -0.2757, 1.5290], [-2.3184, -0.3986, 3.0233], [-0.8168, -1.3005, 3.0598], [-3.2057, -2.7525, 3.1431], [-3.5929, -1.0194, -1.2166], [-3.6745, -1.8216, 0.3198], [-5.1312, 0.3765, -0.4215], [-4.4601, 1.9609, 1.5081], [-3.7788, 2.2029, -0.0824], [-2.8197, 1.4596, 1.2044], [-1.4301, 0.9253, -2.5717], [2.1999, -1.3911, -4.2546], [1.4025, -1.7603, -4.6478], [2.8923, -1.5858, -4.8949]],
  "forces_ev_per_a": [[0.447, 0.090, -0.151], [-0.681, -0.064, -0.042], [0.635, 0.240, -0.300], [-0.044, -0.484, 0.055], [-0.350, 0.346, 0.319], [0.210, -0.493, -0.216], [-0.471, 0.087, -0.048], [-0.754, -0.075, -0.662], [0.663, 0.088, 0.499], [-0.214, 0.080, -0.314], [-0.232, 0.197, 0.357], [0.299, -0.747, -0.824], [0.261, -0.153, -0.042], [-0.350, 0.331, -0.261], [0.293, 0.241, -0.334], [-0.072, -0.022, 0.209], [0.009, -0.155, 0.379], [0.694, 0.143, 0.558], [-0.322, -0.146, 0.013], [0.005, 0.131, -0.118], [-0.031, -0.049, 0.239], [-0.111, -0.140, 0.117], [0.154, 0.042, 0.211], [-0.252, -0.009, 0.068], [0.066, 0.283, -0.082], [0.102, -0.147, -0.095], [-0.045, -0.066, 0.222], [0.217, -0.173, -0.232], [-0.089, 0.266, -0.174], [0.052, 0.157, 0.123], [0.061, -0.067, 0.163], [-0.210, 0.113, 0.025], [0.146, 0.035, 0.278], [-0.075, 0.255, 0.343], [0.139, -0.024, -0.200], [0.074, -0.206, 0.131], [-0.318, -0.140, -0.010], [-0.190, 0.140, 0.052], [0.126, 0.072, -0.175], [0.155, -0.051, 0.026], [0.047, 0.059, -0.070], [-0.092, -0.006, -0.057], [0.008, -0.013, -0.010], [0.042, 0.033, 0.030]]
}



Here are the calculated total energy numbers, same order: -65545.7320, -40322.8706, -27751.3829 (eV).